[1]
A molecular structure, C34H23Cl2F2N8O3Yb. Source: the OMol25 dataset; level of theory: the ωB97M-V functional and the def2-TZVPD basis.

Output
multiplicity = 2
net charge = 0
HOMO level (spin up / spin down) = -7.349 / -7.348 eV
orbital gap (spin up / spin down) = 7.54 / 7.54 eV
relative energy (zero: lowest compared OMol25 entry of this formula, charge and spin) = 0.7 kcal per mole

Element x y z (Å)
Yb1 0.481 -0.432 -0.043
Cl1 -5.917 -2.405 2.479
C1 -4.204 -2.119 2.431
C2 -3.587 -1.994 1.198
C3 -2.232 -1.707 1.098
N1 -1.573 -1.566 -0.137
C4 -2.230 -1.181 -1.230
O1 -3.368 -0.683 -1.334
C5 -1.434 -1.395 -2.499
C6 -2.033 -1.196 -3.732
C7 -1.294 -1.474 -4.869
C8 0.011 -1.923 -4.730
C9 0.541 -2.036 -3.456
N2 -0.165 -1.781 -2.354
C10 -1.446 -1.611 2.267
C11 -2.086 -1.745 3.499
C12 -3.452 -1.978 3.582
Cl2 -4.178 -2.083 5.158
N3 -0.066 -1.383 2.073
C13 0.731 -1.126 3.118
O2 0.443 -0.987 4.312
C14 2.192 -0.922 2.764
C15 3.118 -0.890 3.796
C16 4.437 -0.595 3.507
C17 4.778 -0.297 2.198
C18 3.794 -0.350 1.228
N4 2.530 -0.696 1.490
H1 -4.183 -2.080 0.304
H2 -3.053 -0.844 -3.765
H3 -1.730 -1.344 -5.852
H4 0.622 -2.164 -5.589
H5 1.573 -2.325 -3.309
H6 -1.516 -1.659 4.408
H7 2.768 -1.082 4.800
H8 5.182 -0.577 4.292
H9 5.786 -0.023 1.920
H10 4.017 -0.099 0.204
F1 5.221 -2.104 -2.786
C19 4.218 -1.200 -2.776
C20 3.307 -1.201 -1.740
C21 2.252 -0.288 -1.703
C22 2.115 0.612 -2.779
C23 3.087 0.593 -3.780
F2 3.051 1.464 -4.821
C24 4.144 -0.294 -3.810
C25 0.878 1.443 -2.858
C26 0.592 2.327 -3.903
C27 -0.616 2.997 -3.938
C28 -1.538 2.790 -2.930
C29 -1.192 1.917 -1.921
N5 -0.029 1.260 -1.874
H11 3.439 -1.950 -0.964
H12 4.867 -0.269 -4.612
H13 1.306 2.483 -4.690
H14 -0.830 3.671 -4.758
H15 -2.500 3.283 -2.913
H16 -1.874 1.721 -1.109
C30 0.682 2.416 3.836
N6 -0.527 2.154 3.051
C31 -1.769 2.333 3.581
C32 -2.883 2.022 2.896
C33 -2.709 1.429 1.603
N7 -1.490 1.238 1.101
C34 -0.408 1.621 1.794
O3 0.737 1.441 1.309
N8 -3.757 1.046 0.878
H17 0.438 3.155 4.596
H18 1.452 2.806 3.178
H19 1.026 1.493 4.304
H20 -1.796 2.729 4.586
H21 -3.862 2.151 3.331
H22 -4.663 1.052 1.315
H23 -3.624 0.413 0.078



[2]
3 unconnected molecules or ions with the total composition C22H53BrO12P3 in a non-equilibrium geometry. Source: the OMol25 dataset; level of theory: the ωB97M-V functional and the def2-TZVPD basis.

Output
net charge = -1
HOMO level = -4.257 eV
orbital gap = 3.74 eV

Element x y z (Å)
C1 -0.291 -0.258 6.264
C2 -1.863 -0.501 6.462
C3 -2.630 0.782 7.089
O1 -2.821 1.825 6.128
P1 -2.122 3.344 6.635
C4 -3.670 4.323 5.973
O2 -4.762 3.423 5.643
C5 -6.052 4.045 5.778
C6 -6.997 3.003 6.599
O3 -8.192 2.810 5.805
C7 -8.410 1.426 5.475
C8 -7.240 0.757 4.594
C9 -1.229 3.455 4.941
C10 -0.137 4.594 4.805
O4 -0.152 5.719 5.310
Br1 1.451 4.186 3.618
H1 0.103 0.233 7.223
H2 -0.065 0.386 5.343
H3 0.243 -1.260 6.062
H4 -1.990 -1.424 7.134
H5 -2.337 -0.799 5.454
H6 -2.063 1.094 8.027
H7 -3.678 0.387 7.372
H8 -2.841 3.223 7.906
H9 -0.927 2.721 7.174
H10 -1.628 4.613 7.109
H11 -3.385 5.030 5.105
H12 -3.963 5.017 6.848
H13 -6.050 5.028 6.354
H14 -6.572 4.242 4.767
H15 -6.436 2.047 6.855
H16 -7.241 3.509 7.606
H17 -9.357 1.400 4.818
H18 -8.661 0.803 6.397
H19 -6.644 0.086 5.317
H20 -6.514 1.521 4.159
H21 -7.707 0.091 3.799
H22 -1.982 3.511 4.073
H23 -0.680 2.452 4.790
O5 2.468 1.455 -2.180
P2 3.769 0.839 -1.658
O6 3.126 -0.588 -1.125
C11 2.760 -1.565 -2.088
C12 3.968 -2.374 -2.522
O7 3.756 1.646 -0.206
C13 3.386 3.023 -0.167
C14 2.017 3.166 0.470
O8 5.300 0.230 -1.199
C15 6.367 1.168 -1.055
C16 6.813 1.186 0.394
H24 2.275 -1.093 -2.948
H25 2.028 -2.225 -1.615
H26 4.677 -1.747 -3.069
H27 3.667 -3.201 -3.169
H28 4.497 -2.775 -1.654
H29 3.409 3.471 -1.164
H30 4.128 3.549 0.441
H31 1.261 2.602 -0.082
H32 1.711 4.214 0.507
H33 2.026 2.768 1.487
H34 6.065 2.166 -1.386
H35 7.191 0.836 -1.692
H36 6.017 1.544 1.047
H37 7.685 1.831 0.525
H38 7.065 0.176 0.732
O9 2.479 -3.530 -6.112
P3 1.643 -4.263 -7.164
O10 2.889 -5.060 -7.903
C17 3.470 -6.171 -7.235
C18 2.648 -7.426 -7.463
O11 1.558 -2.980 -8.218
C19 1.337 -1.666 -7.711
C20 2.612 -0.854 -7.826
O12 0.589 -5.087 -8.228
C21 -0.733 -4.566 -8.383
C22 -0.914 -4.106 -9.817
H39 3.579 -5.962 -6.167
H40 4.471 -6.309 -7.650
H41 1.668 -7.339 -6.986
H42 3.156 -8.302 -7.053
H43 2.473 -7.584 -8.530
H44 0.975 -1.691 -6.681
H45 0.553 -1.204 -8.319
H46 3.432 -1.323 -7.277
H47 2.468 0.158 -7.439
H48 2.929 -0.789 -8.870
H49 -0.922 -3.748 -7.682
H50 -1.438 -5.371 -8.160
H51 -0.243 -3.280 -10.054
H52 -1.942 -3.779 -9.994
H53 -0.675 -4.915 -10.513



[3]
A molecular structure, C26H24IN2OSeTi. Source: the OMol25 dataset; level of theory: the ωB97M-V functional and the def2-TZVPD basis.

Output
net charge = +1
HOMO level = -11.087 eV
orbital gap = 7.07 eV
relative energy (zero: lowest compared OMol25 entry of this formula, charge and spin) = 2.6 kcal per mole

Element x y z (Å)
Ti1 -0.234 -0.792 -0.019
I1 -0.478 -0.526 2.968
C1 1.574 -0.494 3.260
C2 2.183 -0.337 4.470
C3 3.593 -0.332 4.520
C4 4.338 -0.490 3.384
C5 3.712 -0.659 2.127
C6 4.444 -0.849 0.924
C7 3.804 -1.037 -0.265
C8 2.386 -1.017 -0.300
C9 1.640 -0.807 0.823
C10 2.301 -0.651 2.065
H1 1.610 -0.222 5.380
H2 4.082 -0.208 5.476
H3 5.419 -0.493 3.438
H4 5.525 -0.864 0.972
H5 4.365 -1.217 -1.172
H6 1.911 -1.221 -1.258
C11 -0.252 -0.758 -4.453
C12 -1.618 -0.721 -4.687
C13 -2.488 -0.735 -3.617
C14 -1.993 -0.806 -2.314
N1 -0.658 -0.815 -2.102
C15 0.182 -0.797 -3.148
C16 -2.868 -0.795 -1.120
C17 -4.240 -0.992 -1.295
C18 -5.108 -0.913 -0.223
C19 -4.606 -0.621 1.033
C20 -3.239 -0.465 1.212
C21 -2.320 -0.573 0.168
H7 0.467 -0.754 -5.258
H8 -2.002 -0.674 -5.697
H9 -3.550 -0.683 -3.791
H10 1.238 -0.823 -2.928
H11 -4.647 -1.225 -2.267
H12 -6.168 -1.073 -0.368
H13 -5.274 -0.532 1.879
H14 -2.916 -0.244 2.222
C22 -1.843 2.936 0.189
C23 -1.084 2.144 -0.849
O1 0.008 1.340 -0.299
C24 1.206 2.145 -0.042
C25 1.333 2.632 1.383
H15 -2.761 3.313 -0.264
H16 -1.283 3.794 0.554
H17 -2.121 2.301 1.030
H18 -0.651 2.788 -1.618
H19 -1.746 1.444 -1.343
H20 1.180 2.974 -0.751
H21 2.047 1.507 -0.301
H22 0.540 3.315 1.672
H23 2.281 3.164 1.474
H24 1.355 1.802 2.086
Se1 -0.564 -3.274 0.237
C26 0.629 -3.534 -1.153
N2 1.359 -3.574 -2.046



[4]
5 unconnected molecules or ions with the total composition C32H44F3N7O4P in a non-equilibrium geometry. Source: the OMol25 dataset; level of theory: the ωB97M-V functional and the def2-TZVPD basis.

Output
net charge = +1
HOMO level = -10.874 eV
orbital gap = 6.87 eV

Element x y z (Å)
C1 2.936 -1.922 1.656
C2 3.869 -1.567 0.419
O1 4.034 -0.124 0.374
P1 2.601 0.651 -0.148
O2 1.655 -0.343 -0.820
C3 1.873 1.462 1.390
C4 0.526 0.793 1.889
C5 -0.677 0.875 0.851
N1 -1.747 1.785 1.445
C6 -3.059 1.314 0.968
N2 -4.251 1.708 1.393
O3 -4.282 2.641 2.381
N3 -2.760 0.314 -0.058
C7 -1.601 -0.403 0.606
C8 -1.012 -1.683 -0.118
C9 -1.213 -1.473 -1.695
C10 -0.467 -2.579 -2.541
F1 -1.295 -3.220 -3.456
F2 0.110 -3.568 -1.727
F3 0.580 -2.001 -3.263
O4 3.124 1.903 -1.147
C11 2.047 2.481 -1.922
C12 1.524 3.887 -1.353
H1 3.048 -3.000 2.017
H2 1.860 -1.838 1.293
H3 3.156 -1.252 2.547
H4 4.905 -1.989 0.660
H5 3.563 -2.040 -0.558
H6 1.749 2.582 1.249
H7 2.628 1.344 2.242
H8 0.203 1.367 2.825
H9 0.632 -0.286 2.227
H10 -0.390 1.396 -0.121
H11 -1.893 1.657 2.467
H12 -5.073 1.263 0.969
H13 -4.134 2.135 3.217
H14 -2.407 0.929 -0.818
H15 -2.024 -0.601 1.649
H16 -1.676 -2.559 0.182
H17 0.044 -1.946 0.177
H18 -2.332 -1.611 -1.881
H19 -0.981 -0.414 -2.023
H20 1.168 1.795 -2.110
H21 2.491 2.715 -2.950
H22 0.955 4.404 -2.191
H23 0.890 3.650 -0.448
H24 2.414 4.553 -1.110
N4 3.329 5.412 1.871
C13 4.147 6.195 1.152
C14 4.099 7.580 1.166
C15 3.148 8.195 1.965
C16 2.287 7.409 2.717
C17 2.420 6.032 2.636
H25 4.872 5.668 0.541
H26 4.787 8.161 0.567
H27 3.077 9.276 2.002
H28 1.532 7.855 3.352
H29 1.772 5.376 3.209
N5 1.399 -7.273 -3.699
C18 1.476 -5.960 -3.442
C19 2.291 -5.083 -4.139
C20 3.079 -5.592 -5.160
C21 3.020 -6.948 -5.446
C22 2.169 -7.740 -4.692
H30 0.844 -5.610 -2.633
H31 2.310 -4.030 -3.889
H32 3.732 -4.939 -5.728
H33 3.621 -7.380 -6.235
H34 2.086 -8.806 -4.880
N6 -1.240 -8.719 1.709
C23 -1.443 -7.604 0.994
C24 -0.715 -7.269 -0.137
C25 0.285 -8.135 -0.554
C26 0.517 -9.295 0.169
C27 -0.269 -9.540 1.284
H35 -2.233 -6.957 1.361
H36 -0.925 -6.354 -0.678
H37 0.877 -7.908 -1.434
H38 1.289 -9.994 -0.127
H39 -0.129 -10.436 1.880
N7 -5.626 7.848 1.244
C28 -6.926 7.747 1.556
C29 -7.517 6.586 2.030
C30 -6.721 5.462 2.188
C31 -5.373 5.540 1.871
C32 -4.878 6.749 1.407
H40 -7.508 8.651 1.412
H41 -8.573 6.563 2.269
H42 -7.147 4.535 2.556
H43 -4.722 4.684 1.981
H44 -3.830 6.861 1.149



no.,electronic energy (a.u.)
1,-4252.28237
2,-5370.80976
3,-4738.30135
4,-2570.63395